Entry 1:
Here is an isolated molecule of C20H31NO3 from the OMol25 dataset. Energies are from ωB97M-V with the def2-TZVPD basis set.

Element x y z (Å)
O -0.827 1.273 2.078
O -0.249 3.286 0.047
O 1.907 3.047 -2.072
N 2.386 0.149 0.119
C -1.541 1.388 0.901
C 3.482 -0.243 0.982
C 0.774 -1.613 0.676
C 3.758 -2.427 -0.175
C -5.624 -2.626 -0.460
C -2.545 0.460 0.674
C -1.268 2.363 -0.070
C -0.420 -2.366 0.100
C 1.661 -1.000 -0.419
C 2.597 -2.027 -1.083
C -4.366 -0.494 -0.754
C 4.489 -1.177 0.304
C -2.081 2.426 -1.196
C -4.548 -1.652 -0.124
C -3.097 1.515 -1.395
C 1.520 2.079 -1.122
C 2.720 1.157 -0.866
C 1.051 2.723 0.186
C -3.325 0.487 -0.480
C -0.870 2.409 2.922
H 3.041 0.748 -1.834
H 3.003 -1.589 -1.997
H 5.282 -1.441 1.007
H 0.681 1.485 -1.522
H -1.051 -1.697 -0.481
H 0.412 -0.800 1.305
H 1.355 -2.291 1.301
H -0.194 2.193 3.748
H -6.243 -2.264 -1.277
H -1.888 3.202 -1.921
H -1.884 2.561 3.309
H -2.713 -0.281 1.438
H -3.893 -1.950 0.682
H 2.022 -2.909 -1.369
H 3.385 -2.980 0.689
H 0.987 -0.612 -1.190
H 3.533 1.778 -0.483
H 3.051 -0.749 1.851
H -1.019 -2.788 0.904
H 1.217 3.721 -2.099
H -0.098 -3.182 -0.544
H -5.025 -0.239 -1.575
H -0.546 3.318 2.411
H 1.085 1.963 0.972
H 1.704 3.559 0.447
H 4.944 -0.666 -0.547
H -5.188 -3.584 -0.745
H -3.705 1.583 -2.285
H -6.257 -2.803 0.410
H 4.441 -3.084 -0.719
H 3.979 0.663 1.338

Properties
**Gap between HOMO and LUMO**: 0.326 Eh
**SMILES**: C/C=C/c1ccc(OC[C@@H](O)CN2CCCC[C@H]2CC)c(OC)c1
**LUMO energy**: 0.84 eV
**E_tot**: -28874.6066 eV
**Net charge**: 0
**Relative energy (zero: lowest compared OMol25 entry of this formula, charge and spin)**: 103.7 kJ/mol
**Spin multiplicity**: 1

---

Entry 2:
Here is a structure of composition C35H30Cl2LaN3O3PSSe2 at a distorted geometry from the OMol25 dataset. Energies are from ωB97M-V with the def2-TZVPD basis set.

Element x y z (Å)
La -0.245 -0.222 -0.521
Se -3.369 0.820 -0.227
Se -0.505 2.812 -1.896
Cl -3.281 -2.952 -1.401
Cl 0.735 -1.732 -5.008
S 3.105 -1.025 -0.757
P -2.415 2.643 -0.740
O 2.057 0.041 -1.135
O 3.764 -1.649 -1.847
O -0.275 -0.404 1.585
N 0.523 -3.181 1.886
N 2.121 -1.938 0.099
N -0.731 -1.474 -2.466
C 5.923 1.500 1.522
C -0.721 -2.502 -4.589
C -1.242 -2.325 -3.214
C -3.725 5.816 -3.053
C 3.864 -3.735 0.368
C -2.564 -2.975 -2.965
C -3.135 5.058 -2.010
C -2.097 3.648 0.740
C -3.422 3.663 -1.869
C 4.082 -4.997 0.826
C -1.087 1.034 3.302
C 5.351 2.023 0.392
C 1.981 -5.086 2.128
C 4.131 -0.030 0.263
C -2.466 -3.929 -5.205
C 2.625 -3.109 0.677
C -1.809 4.908 3.235
C -0.677 4.492 2.512
C 0.182 0.357 2.723
C 3.272 -5.659 1.716
C -1.334 -3.245 -5.556
C -3.086 -3.777 -3.941
C 5.663 0.283 2.059
C -0.837 3.819 1.308
C -4.885 3.860 -3.734
C -3.244 4.005 1.489
C -4.667 5.200 -3.885
C 4.526 1.184 -0.330
C 1.676 -3.821 1.537
C 4.675 -0.505 1.438
C -0.418 -3.810 2.642
C -0.181 -5.023 3.162
C -4.303 3.052 -2.717
C -3.030 4.608 2.722
C 1.042 -5.680 2.967
H -0.931 -5.471 3.788
H -1.683 1.459 2.490
H 0.648 -0.367 3.432
H 6.603 2.209 2.018
H 0.336 4.825 2.874
H 4.194 -1.363 1.949
H -4.222 3.784 1.083
H -3.845 4.849 3.318
H 4.597 -3.228 -0.292
H -5.561 3.360 -4.440
H -0.964 -3.270 -6.594
H -4.499 1.982 -2.679
H -4.026 -4.276 -3.702
H -1.673 5.289 4.251
H 3.982 1.403 -1.276
H 5.619 2.987 -0.010
H 5.076 -5.511 0.616
H 6.355 -0.205 2.804
H 0.423 -2.192 1.697
H -2.528 5.561 -1.202
H -1.297 -3.235 2.698
H 3.642 -6.593 2.139
H -1.660 0.234 3.794
H 0.999 1.100 2.443
H -3.412 6.849 -3.184
H 1.277 -6.598 3.468
H -0.952 1.855 4.058
H -2.926 -4.667 -5.900
H 0.081 3.454 0.772
H -5.201 5.736 -4.645

Properties
**Gap between HOMO and LUMO (alpha / beta)**: 0.253 / 0.157 Eh
**LUMO energy (alpha / beta)**: 2.30 / 1.46 eV
**E_tot**: -224118.3327 eV
**Net charge**: -1
**Relative energy (zero: lowest compared OMol25 entry of this formula, charge and spin)**: 114.2 kJ/mol
**Spin multiplicity**: 1

---

Entry 3:
Here is a structure of composition C3H11ClN3OP at a distorted geometry from the OMol25 dataset. Energies are from ωB97M-V with the def2-TZVPD basis set.

Element x y z (Å)
Cl 0.160 1.879 -1.301
P -1.769 0.372 0.580
O -2.668 -0.055 -0.482
N -1.554 -0.746 1.782
N 0.370 0.786 0.008
N -2.145 1.854 1.246
C 1.025 -0.448 -0.336
C 2.537 -0.203 -0.341
C 0.559 -1.099 -1.637
H -1.097 -0.452 2.629
H -2.372 -1.323 1.921
H 3.066 -1.141 -0.483
H 2.805 0.481 -1.143
H 2.841 0.237 0.606
H 0.775 -1.118 0.499
H 0.967 -2.105 -1.713
H -0.529 -1.155 -1.655
H -2.460 2.488 0.524
H 0.892 -0.522 -2.496
H -1.402 2.270 1.790

Properties
**Gap between HOMO and LUMO**: 0.330 Eh
**LUMO energy**: 0.44 eV
**E_tot**: -31618.8973 eV
**Net charge**: 0
**Spin multiplicity**: 1

---

Entry 4:
Here is an isolated molecule of C6H12O at a distorted geometry from the OMol25 dataset. Energies are from ωB97M-V with the def2-TZVPD basis set.

Element x y z (Å)
O 0.710 1.790 -0.309
C 0.938 0.476 -0.681
C -0.962 -1.659 -0.810
C -0.711 -0.148 -0.666
C 1.876 -0.261 0.265
C -1.041 0.444 0.671
C -0.174 1.717 0.819
H 0.659 0.169 -1.657
H -2.007 -1.921 -0.571
H -0.773 -2.048 -1.823
H -0.326 -2.212 -0.111
H -0.765 -0.310 1.415
H 1.423 -0.311 1.269
H -0.763 2.632 0.803
H -2.098 0.671 0.781
H -1.286 0.364 -1.477
H 2.039 -1.278 -0.093
H 2.866 0.200 0.415
H 0.395 1.685 1.760

Properties
**Gap between HOMO and LUMO**: 0.368 Eh
**SMILES**: C[C@@H]1OCC[C@@H]1C
**LUMO energy**: 1.08 eV
**E_tot**: -8462.0092 eV
**Net charge**: 0
**Relative energy (zero: lowest compared OMol25 entry of this formula, charge and spin)**: 226.2 kJ/mol
**Spin multiplicity**: 1